# 1
Here is C4H10O2 in the gas phase from the OMol25 dataset. Energies are from the ωB97M-V functional and the def2-TZVPD basis.

```
! RIJCOSX wB97M-V def2-TZVPD def2/J DEFGRID3
* xyz 0 1
C 0.3518 -1.9559 0.4465
O 0.3665 -0.5727 0.7148
C 0.4148 0.2643 -0.4333
C -0.8088 0.1327 -1.3304
C 0.5643 1.6695 0.1303
O 1.7314 1.7954 0.9052
H 0.8325 -2.1894 -0.5140
H 0.9053 -2.4614 1.2430
H -0.6735 -2.3496 0.4278
H 1.3248 0.0168 -1.0055
H -1.0068 -0.9134 -1.5857
H -0.6450 0.6743 -2.2684
H -1.7016 0.5403 -0.8431
H 0.6300 2.3990 -0.6835
H -0.3388 1.8973 0.7215
H 1.7109 1.0485 1.5204
*
```

The value obtained for the LUMO energy is 0.03730 Ha. Its SMILES is CO[C@@H](C)CO. The HOMO-LUMO gap comes out at 11.11 eV. The value obtained for the total energy is -8404.506 eV. The calculation puts the energy above the lowest of the compared OMol25 structures with the same formula, charge and spin at 24.0 kcal per mole.

---

# 2
Here is C23H23FN2O3S in the gas phase from the OMol25 dataset. Energies are from the ωB97M-V functional and the def2-TZVPD basis.

```
! RIJCOSX wB97M-V def2-TZVPD def2/J DEFGRID3
* xyz 0 1
C -2.6717 -4.5690 -0.7391
C -1.4604 -3.7847 -0.3466
C -0.2034 -4.3783 -0.3046
C 0.9186 -3.6516 0.0563
C 0.7786 -2.3191 0.3864
S 2.2056 -1.3303 0.7935
O 3.2951 -2.1974 1.1424
O 1.8127 -0.2895 1.6969
N 2.5062 -0.6540 -0.7167
C 2.5735 0.7905 -0.8236
C 3.9605 1.3506 -0.6386
C 4.7840 0.8532 0.3641
C 6.0586 1.3634 0.5368
C 6.5219 2.3752 -0.2875
C 5.7053 2.8759 -1.2868
C 4.4318 2.3635 -1.4632
C -0.4544 -1.7028 0.3542
C -1.5771 -2.4287 -0.0225
C -2.9206 -1.7628 0.0448
O -3.7501 -2.0984 0.8709
N -3.1368 -0.7629 -0.8388
C -2.2150 -0.3565 -1.8692
C -4.3351 0.0461 -0.7105
C -3.9989 1.4401 -0.2480
C -3.2762 1.6137 0.9281
C -2.9286 2.8780 1.3641
C -3.3204 3.9701 0.6099
F -2.9867 5.2094 1.0254
C -4.0441 3.8286 -0.5593
C -4.3754 2.5541 -0.9854
H -3.0663 -4.2085 -1.6890
H -2.4372 -5.6252 -0.8370
H -3.4510 -4.4421 0.0096
H -0.1057 -5.4247 -0.5533
H 1.8974 -4.1013 0.1034
H 3.2847 -1.1219 -1.1559
H 2.1682 1.0859 -1.7980
H 1.9165 1.1738 -0.0375
H 4.4212 0.0669 1.0097
H 6.6904 0.9702 1.3190
H 7.5168 2.7728 -0.1516
H 6.0612 3.6649 -1.9331
H 3.7964 2.7553 -2.2453
H -0.5252 -0.6652 0.6410
H -1.7222 0.5843 -1.6073
H -1.4577 -1.1203 -2.0271
H -2.7667 -0.2066 -2.8003
H -4.8589 0.0765 -1.6713
H -4.9693 -0.4542 0.0279
H -2.9898 0.7484 1.5072
H -2.3666 3.0253 2.2725
H -4.3349 4.7026 -1.1201
H -4.9380 2.4294 -1.8990
*
```

The value obtained for the LUMO energy is 0.01799 Ha. Its SMILES is Cc1ccc(S(=O)(=O)NCc2ccccc2)cc1C(=O)N(C)Cc1ccc(F)cc1. The HOMO-LUMO gap comes out at 9.71 eV. The value obtained for the total energy is -46900.020 eV. The calculation puts the energy above the lowest of the compared OMol25 structures with the same formula, charge and spin at 6.1 kcal per mole.

---

# 3
Here is a molecular structure, C16H13F5N5O2RhS from the OMol25 dataset. Energies are from the ωB97M-V functional and the def2-TZVPD basis.

```
! RIJCOSX wB97M-V def2-TZVPD def2/J DEFGRID3
* xyz 0 5
Rh -0.4979 0.5408 -0.5358
N -0.8417 2.9427 -4.4660
C -0.6213 2.4790 -3.1768
S -2.1218 2.0384 -2.3140
N 0.5666 2.4242 -2.7167
N 0.7239 1.8667 -1.4884
C 1.9213 2.0031 -0.8901
C 2.0443 1.5956 0.4498
C 3.2676 1.6554 1.1623
C 3.3001 1.3166 2.4833
C 2.1118 0.9246 3.1341
C 0.9623 0.8587 2.3852
N 0.9038 1.1486 1.0787
H -1.7489 3.3416 -4.6431
H -0.0678 3.4657 -4.8485
H 2.7386 2.4607 -1.4317
H 4.1637 1.9653 0.6403
H 4.2340 1.3518 3.0297
H 2.0915 0.6835 4.1866
H 0.0240 0.5641 2.8419
C -4.1141 0.3440 -1.1315
O -2.8932 -0.3549 -1.3473
C -1.8183 0.2620 -2.0018
C -1.3766 -0.5521 -3.1860
H -4.7650 -0.3537 -0.6124
H -4.5745 0.6328 -2.0782
H -3.9697 1.2272 -0.5058
H -2.1970 -0.6411 -3.9034
H -1.0896 -1.5441 -2.8444
H -0.5174 -0.0981 -3.6777
F -1.8189 -1.1198 1.7860
C -0.7776 -1.9380 2.0163
C 0.1833 -2.1237 1.0294
C 1.2547 -2.9633 1.3342
F 2.2403 -3.1827 0.4657
C 1.3485 -3.5775 2.5729
F 2.3865 -4.3718 2.8418
C 0.3805 -3.3715 3.5358
F 0.4728 -3.9679 4.7256
C -0.6901 -2.5413 3.2524
F -1.6315 -2.3237 4.1741
O 0.7639 -1.6642 -1.1693
N 0.0488 -1.4036 -0.1574
*
```

The value obtained for the LUMO energy (alpha / beta) is 0.01101 / -0.05531 Ha. The HOMO-LUMO gap (alpha / beta) comes out at 6.16 / 6.64 eV. The value obtained for the total energy is -55772.457 eV. The calculation puts the energy above the lowest of the compared OMol25 structures with the same formula, charge and spin at 28.4 kcal per mole.

---

# 4
Here is a gas-phase ion, C32H33F3N5O3S (charge +1) in a non-equilibrium geometry from the OMol25 dataset. Energies are from the ωB97M-V functional and the def2-TZVPD basis.

```
! RIJCOSX wB97M-V def2-TZVPD def2/J DEFGRID3
* xyz 1 1
C -1.8754 -3.4418 1.0802
C -1.1817 -3.7097 -0.2460
N 0.0751 -2.9408 -0.3938
C 0.6163 -3.0136 -1.7679
C 1.8324 -2.0963 -1.8749
N 2.8504 -2.5894 -0.9722
C 4.1925 -2.0386 -1.1526
C 4.3339 -0.6850 -0.4999
C 3.6731 0.4116 -1.0485
C 3.5195 1.5979 -0.3605
C 4.0164 1.7167 0.9360
N 3.8015 2.8165 1.7481
C 2.8269 3.7788 1.7631
O 2.8803 4.6628 2.5867
C 1.6970 3.7219 0.7840
C 0.8158 2.6407 0.7080
C -0.3100 2.7670 -0.0880
N -1.3090 1.7699 -0.1762
C -1.2226 0.4335 -0.1892
O -0.1910 -0.2294 -0.0522
C -2.5358 -0.2235 -0.4475
C -2.6779 -1.0695 -1.5458
N -3.7945 -1.7234 -1.8047
C -4.8323 -1.5548 -1.0155
C -4.8368 -0.6897 0.0933
C -6.0071 -0.4998 0.9095
C -7.2683 -1.0169 0.7398
C -8.1727 -0.6068 1.7335
C -7.6039 0.2166 2.6553
S -5.9529 0.5133 2.3312
C -3.6389 -0.0231 0.3706
C -0.5554 3.9289 -0.8190
C 0.3371 4.9923 -0.7612
O 0.2098 6.1507 -1.4302
C -0.9233 6.3619 -2.2436
C 1.4574 4.8797 0.0682
C 4.8148 0.6878 1.4354
C 4.9766 -0.4916 0.7278
C 5.9023 -1.5343 1.3020
F 6.5973 -1.0856 2.3491
F 6.7980 -1.9694 0.4038
F 5.2512 -2.6372 1.7407
C 2.3642 -2.5181 0.3925
C 1.1269 -3.3928 0.5413
H -1.9732 -2.3732 1.2562
H -1.3500 -3.8907 1.9178
H -2.8736 -3.8693 1.0495
H -1.8485 -3.4262 -1.0628
H -0.9484 -4.7723 -0.3461
H -0.1067 -1.9089 -0.1956
H -0.1541 -2.7116 -2.4783
H 0.9101 -4.0446 -1.9756
H 1.5156 -1.0668 -1.6382
H 2.2136 -2.1272 -2.8965
H 4.8903 -2.7632 -0.7328
H 4.3850 -1.9706 -2.2244
H 3.2768 0.3360 -2.0490
H 3.0125 2.4259 -0.8266
H 4.4470 2.9156 2.5259
H 0.9864 1.7421 1.2780
H -2.2260 2.1437 -0.3900
H -1.8700 -1.1997 -2.2538
H -5.7064 -2.1326 -1.2751
H -7.5464 -1.6640 -0.0717
H -9.2034 -0.9091 1.7643
H -8.0589 0.6718 3.5124
H -3.5735 0.6286 1.2307
H -1.4501 3.9889 -1.4198
H -1.8474 6.3263 -1.6590
H -0.9727 5.6340 -3.0592
H -0.8015 7.3595 -2.6601
H 2.1237 5.7224 0.1548
H 5.3017 0.8091 2.3911
H 2.1072 -1.4868 0.6881
H 3.1325 -2.8961 1.0640
H 0.7581 -3.3274 1.5638
H 1.3732 -4.4307 0.3076
*
```

The value obtained for the LUMO energy is -0.09784 Ha. Its SMILES is CC[NH+]1CCN(Cc2ccc(NC(=O)c3cc(NC(=O)c4cncc(-c5cccs5)c4)cc(OC)c3)cc2C(F)(F)F)CC1. The HOMO-LUMO gap comes out at 8.25 eV. The value obtained for the total energy is -66296.382 eV.

---

# 5
Here is a gas-phase ion, C4H10NO (charge +1) in a non-equilibrium geometry from the OMol25 dataset. Energies are from the ωB97M-V functional and the def2-TZVPD basis.

```
! RIJCOSX wB97M-V def2-TZVPD def2/J DEFGRID3
* xyz 1 1
C 1.5720 0.3916 -0.1761
C 0.2773 0.3307 -0.9264
C -0.5933 -0.8229 -0.6904
C -1.9429 -0.3388 -0.0151
O -1.7965 0.4808 1.1223
N 1.6829 0.2628 1.2526
H 2.2680 -0.3526 -0.6033
H 1.9920 1.3980 -0.3311
H -1.1981 1.2096 0.9441
H 0.5903 0.6406 -1.9325
H -0.9209 -1.2524 -1.6375
H -0.1392 -1.5640 -0.0361
H -2.4608 0.2421 -0.7959
H 1.1910 -0.4677 1.7321
H -2.4949 -1.2193 0.3030
H 1.9732 1.0617 1.7903
*
```

The value obtained for the LUMO energy is -0.28601 Ha. The HOMO-LUMO gap comes out at 6.39 eV. The value obtained for the total energy is -7837.004 eV. The calculation puts the energy above the lowest of the compared OMol25 structures with the same formula, charge and spin at 99.5 kcal per mole.

---

# 6
Here is a molecular structure, C5H37O16 in a non-equilibrium geometry from the OMol25 dataset. Energies are from the ωB97M-V functional and the def2-TZVPD basis.

```
! RIJCOSX wB97M-V def2-TZVPD def2/J DEFGRID3
* xyz -1 1
C -0.8845 0.6553 -0.4589
O 0.0312 0.9963 0.5299
C -1.8101 -0.5332 -0.1436
C -1.2130 -1.9572 -0.5116
C 0.2289 -2.1931 -0.4570
C 0.7345 -3.4659 -0.5939
O 1.9250 -3.9529 -0.6093
H -1.5315 1.6068 -0.7799
H -0.4481 0.5873 -1.5218
H -2.8271 -0.5918 -0.7243
H -1.8993 -0.4172 0.9101
H -1.4960 -2.5518 0.4225
H -1.6388 -2.4971 -1.3617
H 0.9057 -1.3460 -0.1714
H 0.8911 0.5892 0.2976
H -0.0234 -4.2479 -0.5108
H -0.7741 2.6994 1.2006
H -0.3274 3.9526 0.4605
O -1.0879 3.6806 1.0630
H 3.2226 -0.9960 2.4275
H 2.8227 -2.1379 1.4763
O 2.5711 -1.5971 2.1878
H 1.0062 -1.2898 2.4499
H -0.1387 -0.4590 1.8431
O 0.0406 -0.9948 2.6793
H -2.5029 -0.4269 2.5463
H -2.1595 -1.5993 3.4536
O -2.8030 -0.9891 3.2172
H -3.4501 2.9831 -1.2090
H -2.7650 2.6126 -2.4115
O -2.8521 3.3638 -1.9052
H 2.9042 -0.3780 -1.3527
H 3.9873 -2.0258 -0.9582
O 3.1486 -1.8112 -0.8282
H 1.8602 1.6508 -2.5345
H 1.4047 2.8701 -3.1583
O 1.0614 2.1906 -2.5850
H -0.9192 -3.9061 2.8557
H -1.5684 -3.3793 1.5962
O -1.5934 -4.1329 2.2353
H 0.2956 -0.4355 -3.3080
H 0.2887 0.9221 -3.7287
O 0.3229 0.0202 -4.1415
H -1.2812 4.1393 -1.6692
H -0.2543 3.6053 -2.5306
O -0.4255 4.1774 -1.8141
H -0.2075 1.5202 3.7721
H -1.0410 0.6100 4.5630
O -0.0857 0.8724 4.4356
H 4.1362 -0.0419 -2.1676
H 2.4079 -2.8469 -0.7975
O 3.3424 0.3113 -1.9069
H 1.3664 2.4946 1.9077
H 1.1405 1.1674 2.6894
O 1.6350 1.9894 2.7010
H -2.5564 0.1208 -2.8353
H -2.1041 0.9125 -4.0578
O -2.6131 1.0627 -3.2705
*
```

The value obtained for the LUMO energy is 0.08478 Ha. The HOMO-LUMO gap comes out at 6.94 eV. The value obtained for the total energy is -38543.608 eV. The calculation puts the energy above the lowest of the compared OMol25 structures with the same formula, charge and spin at 112.0 kcal per mole.

---

# 7
Here is a molecular structure, C4H9N2O in a non-equilibrium geometry from the OMol25 dataset. Energies are from the ωB97M-V functional and the def2-TZVPD basis.

```
! RIJCOSX wB97M-V def2-TZVPD def2/J DEFGRID3
* xyz 1 1
C -0.1445 -1.4281 -1.5121
C -0.5090 -0.5054 -0.3668
C -1.5296 0.3922 -0.2320
N -1.3227 1.0975 0.9723
C 0.0661 0.7973 1.3863
N 0.3751 -0.4580 0.7178
H -0.8705 -1.3672 -2.3629
H 0.8563 -1.0819 -1.8957
H -0.0807 -2.4756 -1.2115
H -2.4367 0.5826 -0.8873
H -1.6760 2.1089 1.0174
H 0.1184 0.7424 2.4399
H 1.4067 -0.3598 0.2389
H 0.7774 1.5857 1.0107
H 3.1609 -0.0060 -0.5120
O 2.2599 0.0324 -0.6651
*
```

The value obtained for the LUMO energy is -0.28480 Ha. The HOMO-LUMO gap comes out at 6.15 eV. The value obtained for the total energy is -9310.986 eV. The calculation puts the energy above the lowest of the compared OMol25 structures with the same formula, charge and spin at 116.0 kcal per mole.

---

# 8
Here is a molecular structure, C35H30I2N3O6PSSc in a non-equilibrium geometry from the OMol25 dataset. Energies are from the ωB97M-V functional and the def2-TZVPD basis.

```
! RIJCOSX wB97M-V def2-TZVPD def2/J DEFGRID3
* xyz 1 1
Sc 0.1219 0.0217 0.1218
O 1.9011 3.1372 1.1808
S 0.6456 2.5414 0.8515
O 0.2933 1.3626 1.7088
O 0.5553 1.9917 -0.5380
C -0.6748 3.6594 1.0079
C -0.4140 4.9630 1.4028
C -1.4783 5.8428 1.5117
C -2.7654 5.4073 1.2323
C -3.0043 4.0950 0.8376
C -1.9609 3.1888 0.7065
P -2.2886 1.4420 0.1720
C -3.7082 1.0641 1.2528
C -3.4254 0.9408 2.6157
C -4.4297 0.6199 3.5161
C -5.7306 0.4184 3.0630
C -6.0193 0.5567 1.7147
C -5.0117 0.8802 0.8098
C -2.9363 1.6408 -1.5093
C -2.6634 2.7754 -2.2652
C -3.0621 2.8461 -3.5946
C -3.7313 1.7825 -4.1797
C -3.9890 0.6353 -3.4377
C -3.5830 0.5620 -2.1149
H 0.6014 5.2693 1.6205
H -1.3023 6.8668 1.8156
H -3.5969 6.0963 1.3237
H -4.0184 3.7728 0.6285
H -2.4174 1.1142 2.9751
H -4.2015 0.5331 4.5714
H -6.5181 0.1688 3.7636
H -7.0338 0.4204 1.3606
H -5.2553 0.9964 -0.2373
H -2.1312 3.6094 -1.8267
H -2.8435 3.7351 -4.1730
H -4.0501 1.8441 -5.2127
H -4.5001 -0.2044 -3.8929
H -3.7717 -0.3444 -1.5511
I -0.5312 -1.4163 3.0833
C -2.0424 -2.7553 2.4459
I -2.5986 -2.4225 0.4368
H -2.9045 -2.5787 3.0731
H -1.6638 -3.7625 2.5382
C -4.4378 -7.1098 -0.2966
O -3.1928 -7.7868 -0.4028
C -2.2699 -7.2819 -1.2573
C -1.1050 -8.0286 -1.4005
C -0.1279 -7.6090 -2.2771
C -0.2586 -6.4132 -2.9796
C -1.4246 -5.6750 -2.8437
C -2.4383 -6.1128 -1.9960
N 0.8261 -6.1513 -3.9057
N 1.2337 -5.0150 -4.1841
C 0.7513 -3.8389 -3.4910
C 0.2484 -2.8044 -4.2179
C -0.2053 -1.6161 -3.5931
C -0.0904 -1.4548 -2.2462
O -0.5863 -0.3957 -1.5677
C 0.5908 -2.4538 -1.5009
N 0.8789 -2.1559 -0.1891
C 1.4785 -3.0675 0.5411
C 1.8553 -4.3220 0.0435
C 1.6214 -4.6124 -1.2694
C 0.9770 -3.6646 -2.0978
H -5.0262 -7.6672 0.4240
H -4.9584 -7.0955 -1.2564
H -4.3027 -6.0870 0.0596
H -1.0080 -8.9536 -0.8459
H 0.7633 -8.2061 -2.4380
H -1.5870 -4.7843 -3.4361
H -3.3537 -5.5433 -1.9313
H 0.1616 -2.9210 -5.2927
H -0.6661 -0.8248 -4.1730
H 1.7078 -2.7968 1.5636
H 2.3499 -5.0273 0.6978
H 1.9426 -5.5591 -1.6818
O 2.4965 0.1921 0.2784
H 3.2944 -0.2643 -0.0126
H 2.7687 1.0976 0.5015
*
```

The value obtained for the LUMO energy is -0.11401 Ha. The HOMO-LUMO gap comes out at 7.11 eV. The value obtained for the total energy is -110561.265 eV. The calculation puts the energy above the lowest of the compared OMol25 structures with the same formula, charge and spin at 19.9 kcal per mole.